# 1
Here is a cluster of 2 separate species, C4H12 in total from OMol25. Energies are from ωB97M-V with the def2-TZVPD basis set.

Geometry as XYZ:
```
16
Properties=species:S:1:pos:R:3:forces:R:3
H -0.6664 -0.8414 0.6313 -0.28 -0.22 -0.38
H 0.3760 0.3045 -1.0756 -0.05 0.52 0.22
H 3.4683 0.2105 -1.1700 -0.16 0.56 0.33
H 2.5699 -0.7216 -2.1814 -0.63 0.28 -0.49
H -1.1523 -0.6726 2.2180 -0.29 -1.04 0.24
C -1.5758 -0.8516 1.2207 0.77 1.96 0.40
H -1.6071 1.2681 0.7676 0.13 0.02 0.26
H -2.1515 -1.7441 1.0495 -0.16 -0.31 0.36
H 1.2531 -0.8694 -0.1987 0.26 -0.15 -0.17
H -2.9671 0.4616 0.1025 -0.03 -0.14 0.09
C -2.3254 0.4781 0.9915 -0.21 -0.15 -0.97
C 2.4700 0.2197 -1.6275 0.72 -0.62 0.49
H 2.3782 1.0928 -2.2690 0.08 -0.08 -0.21
H 1.5183 0.7249 0.3066 -0.29 0.56 -0.33
H -2.9339 0.7957 1.8367 -0.04 -0.11 0.13
C 1.3455 0.1447 -0.6022 0.19 -1.08 0.04
```
Forces are in eV/Å.

The largest force on an atom comes out at 2.15 eV/Å. As for the expectation value of S²: 0.750. The calculation puts the LUMO energy (alpha / beta) at 4.27 / 4.35 eV. As for the net charge: -1. The highest occupied orbital energy (alpha / beta) is 1.52 / -7.64 eV. The energy comes out at -4340.61704 eV. Its spin multiplicity is 2.

# 2
Here is a cluster of 2 separate species, C4H12 in total from OMol25. Energies are from ωB97M-V with the def2-TZVPD basis set.

Geometry as XYZ:
```
16
Properties=species:S:1:pos:R:3:forces:R:3
H -2.1416 -1.5359 1.2995 -0.17 0.27 0.07
H 2.2614 0.5758 0.8485 -0.21 -0.07 0.02
C -2.3457 -1.6468 0.2342 1.26 -0.42 -0.05
H -0.5611 -2.8539 -0.0097 -0.52 -0.56 -0.70
H -1.2676 -2.0742 -1.5498 0.64 -0.26 -0.23
C 1.5010 2.0418 -0.5861 -0.12 0.63 -0.99
C 1.8728 1.5930 0.8180 -0.47 0.31 0.45
H -0.1902 -1.3063 -0.2747 -0.51 0.82 -0.55
H -2.7676 -0.7388 -0.1855 -0.34 0.05 0.13
H 2.6009 2.2095 1.3466 0.20 0.23 -0.32
H 2.0511 2.9117 -0.9693 0.49 -0.36 0.09
H 0.4808 2.4149 -0.7163 -0.23 -0.26 0.57
H -2.9986 -2.5147 0.1297 -0.35 0.21 -0.12
H 0.9682 1.6745 1.4272 0.08 -0.49 0.18
H 1.5564 1.2300 -1.3143 0.30 0.04 0.01
C -1.0202 -1.9807 -0.4980 -0.06 -0.15 1.44
```
Forces are in eV/Å.

The largest force on an atom comes out at 1.45 eV/Å. As for the expectation value of S²: 0.750. The calculation puts the LUMO energy (alpha / beta) at 4.35 / 4.48 eV. As for the net charge: -1. The highest occupied orbital energy (alpha / beta) is 1.54 / -7.72 eV. The energy comes out at -4340.59732 eV. Its spin multiplicity is 2.

# 3
Here is a cluster of 2 separate species, C4H12 in total from OMol25. Energies are from ωB97M-V with the def2-TZVPD basis set.

Geometry as XYZ:
```
16
Properties=species:S:1:pos:R:3:forces:R:3
H -1.1621 2.6339 0.8453 -0.04 0.04 -0.17
H 1.5806 -1.8076 -2.3877 -0.02 0.18 -0.30
H -0.9545 1.3546 -0.3787 0.02 0.01 -0.20
H 0.2875 -0.7079 0.1862 0.18 -0.32 -0.20
C 0.7937 -1.2137 -1.9187 -0.47 0.00 0.58
C 1.0881 -1.1372 -0.4071 0.38 -0.11 -0.88
H -0.1655 -1.7118 -2.0897 0.08 -0.13 -0.04
H -2.2087 0.8185 1.8067 0.00 -0.05 0.19
H 1.3479 -2.1591 -0.1192 -0.21 0.10 0.53
H -0.7356 0.8855 2.6799 0.41 -0.36 -0.01
C -0.6902 1.6739 0.6240 0.46 -0.16 0.93
H 0.3867 1.8512 0.7032 0.04 -0.08 -0.39
C -1.1267 0.6565 1.6913 -1.81 0.86 -0.38
H -1.1059 -0.3847 1.3913 0.66 -0.12 0.25
H 1.9735 -0.5204 -0.2473 0.08 0.06 0.14
H 0.6913 -0.2318 -2.3793 0.25 0.07 -0.06
```
Forces are in eV/Å.

The largest force on an atom comes out at 2.05 eV/Å. As for the expectation value of S²: 0.750. The calculation puts the LUMO energy (alpha / beta) at 4.35 / 4.50 eV. As for the net charge: -1. The highest occupied orbital energy (alpha / beta) is 1.61 / -7.55 eV. The energy comes out at -4340.67501 eV. Its spin multiplicity is 2.

# 4
Here is a cluster of 2 separate species, C4H12 in total from OMol25. Energies are from ωB97M-V with the def2-TZVPD basis set.

Geometry as XYZ:
```
16
Properties=species:S:1:pos:R:3:forces:R:3
H -0.5304 -0.4521 1.1744 2.19 0.84 -0.48
H 0.2896 -0.0029 2.5869 0.22 1.05 -1.05
H -0.4680 1.2122 1.3986 0.42 -0.51 0.72
H -1.3195 0.9061 -0.9916 1.16 -0.64 0.17
H 1.5995 0.9230 -0.2226 -0.22 -1.53 1.99
H -2.1394 -1.1256 -0.8271 -0.08 -1.03 -0.43
H 2.3147 0.1524 1.4041 -0.13 0.06 -1.12
H -0.6946 -2.1483 -1.7196 -1.36 1.81 1.74
H -0.7241 -1.5887 0.0272 0.63 -0.16 0.27
C -0.6459 0.1248 -1.4638 0.78 1.31 -0.24
C 0.2312 0.3333 1.4966 -4.27 0.39 2.28
H 0.4572 0.4831 -1.5474 -1.83 -0.95 0.88
H 1.9174 1.8157 1.0875 -1.34 -0.94 1.00
C -1.0610 -1.3028 -0.9417 0.68 0.01 -3.14
C 1.5067 0.7556 0.9309 3.67 1.24 -2.23
H -0.8889 0.3601 -2.5021 -0.52 -0.97 -0.36
```
Forces are in eV/Å.

The largest force on an atom comes out at 4.86 eV/Å. As for the expectation value of S²: 0.750. The calculation puts the LUMO energy (alpha / beta) at 4.41 / 4.43 eV. As for the net charge: -1. The highest occupied orbital energy (alpha / beta) is 1.55 / -6.34 eV. The energy comes out at -4338.76333 eV. Its spin multiplicity is 2.

> Which value of spin multiplicity does entry 3 give?

2

> Among the records above, which one has the highest energy?

number 4

> Which of these has the highest largest force on an atom?

number 4

Please write out number 4 again, unchanged.
Here is a cluster of 2 separate species, C4H12 in total from OMol25. Energies are from ωB97M-V with the def2-TZVPD basis set.

Geometry as XYZ:
```
16
Properties=species:S:1:pos:R:3:forces:R:3
H -0.5304 -0.4521 1.1744 2.19 0.84 -0.48
H 0.2896 -0.0029 2.5869 0.22 1.05 -1.05
H -0.4680 1.2122 1.3986 0.42 -0.51 0.72
H -1.3195 0.9061 -0.9916 1.16 -0.64 0.17
H 1.5995 0.9230 -0.2226 -0.22 -1.53 1.99
H -2.1394 -1.1256 -0.8271 -0.08 -1.03 -0.43
H 2.3147 0.1524 1.4041 -0.13 0.06 -1.12
H -0.6946 -2.1483 -1.7196 -1.36 1.81 1.74
H -0.7241 -1.5887 0.0272 0.63 -0.16 0.27
C -0.6459 0.1248 -1.4638 0.78 1.31 -0.24
C 0.2312 0.3333 1.4966 -4.27 0.39 2.28
H 0.4572 0.4831 -1.5474 -1.83 -0.95 0.88
H 1.9174 1.8157 1.0875 -1.34 -0.94 1.00
C -1.0610 -1.3028 -0.9417 0.68 0.01 -3.14
C 1.5067 0.7556 0.9309 3.67 1.24 -2.23
H -0.8889 0.3601 -2.5021 -0.52 -0.97 -0.36
```
Forces are in eV/Å.

The largest force on an atom comes out at 4.86 eV/Å. As for the expectation value of S²: 0.750. The calculation puts the LUMO energy (alpha / beta) at 4.41 / 4.43 eV. As for the net charge: -1. The highest occupied orbital energy (alpha / beta) is 1.55 / -6.34 eV. The energy comes out at -4338.76333 eV. Its spin multiplicity is 2.